A structure of composition C17H28BrF8IrNO8S2Si. Source: the OMol25 dataset; level of theory: ωB97M-V/def2-TZVPD.

The orbital gap (spin up / spin down) is 7.92 / 7.92 eV. The multiplicity is 1. Its net charge is -1. The value obtained for the energy above the lowest of the compared OMol25 structures with the same formula, charge and spin is 57.5 kcal per mole. The value obtained for the LUMO energy (spin up / spin down) is 2.094 / 2.095 eV.

Last column: Löwdin charge in e.
Positions of all 67 atoms, in Å:
Ir  -1.27474  -0.00226  0.17373  1.12
O  -3.80290  3.01597  1.35560  0.09
C  -3.25068  2.08890  0.79428  -0.59
O  -2.97767  0.91102  1.25576  -0.15
C  -2.86413  2.25403  -0.66692  -0.50
O  -3.09036  3.21433  -1.35622  0.12
O  -2.29276  1.13319  -1.16046  -0.28
F  1.01261  -1.44581  4.02520  0.14
C  0.91960  -0.20428  3.55037  -0.67
F  -0.34610  0.17852  3.59103  0.15
F  1.63811  0.60336  4.34018  0.13
S  1.64506  -0.14663  1.83746  0.63
O  0.62308  -0.71825  0.95299  -0.47
O  2.84403  -0.90698  1.94686  -0.24
N  1.95165  1.36492  1.56381  -0.28
S  0.78678  2.19127  0.87259  0.59
O  -0.45569  2.04834  1.58063  -0.31
O  0.74544  2.06372  -0.55734  -0.28
C  1.35721  3.91154  1.17505  -0.68
F  1.40188  4.16956  2.48697  0.14
F  2.56952  4.11042  0.65291  0.14
F  0.50279  4.74268  0.59877  0.16
F  -2.70785  -2.43619  0.54566  -0.07
C  -2.07195  -1.47968  1.30814  -0.45
F  -1.16718  -2.18110  2.05890  -0.02
H  -2.82211  -1.04055  1.97124  0.11
C  -0.93521  -0.14613  -4.84903  -0.11
C  -1.46789  -1.58446  -4.95259  -0.63
C  -2.37911  -1.65508  -6.19213  -0.09
C  -0.25068  -2.48509  -5.20663  -0.11
Si  -2.41962  -2.11887  -3.35986  0.62
Br  -0.77248  -1.49551  -1.80088  0.71
C  -4.05399  -1.18484  -3.01695  -0.60
C  -5.19109  -1.81866  -3.84259  -0.09
C  -3.97738  0.30471  -3.38770  -0.09
C  -4.43369  -1.27114  -1.53415  -0.09
C  -2.58637  -4.02994  -3.14315  -0.61
C  -1.24832  -4.69847  -2.78722  -0.12
C  -3.56022  -4.39017  -2.01136  -0.10
C  -3.12152  -4.67402  -4.43401  -0.09
H  -0.38934  0.08637  -5.77060  0.09
H  -0.24566  -0.02494  -4.01339  0.04
H  -1.72461  0.58908  -4.74022  0.07
H  -1.78361  -1.41275  -7.07888  0.09
H  -3.19079  -0.92976  -6.14292  0.07
H  -2.81291  -2.64296  -6.34838  0.06
H  0.30926  -2.08501  -6.05920  0.09
H  -0.52877  -3.50814  -5.45246  0.06
H  0.42538  -2.50319  -4.34876  0.06
H  -4.99379  -1.78786  -4.91701  0.07
H  -6.10369  -1.24218  -3.66082  0.09
H  -5.40030  -2.84974  -3.55967  0.06
H  -3.90589  0.46197  -4.46416  0.07
H  -3.14682  0.81202  -2.88794  0.05
H  -4.89886  0.78794  -3.04982  0.10
H  -4.54139  -2.29989  -1.18759  0.05
H  -5.39568  -0.76754  -1.39156  0.10
H  -3.70974  -0.77948  -0.90120  0.03
H  -0.88277  -4.36120  -1.81846  0.05
H  -0.46889  -4.52197  -3.52660  0.06
H  -1.40902  -5.78059  -2.72456  0.09
H  -3.23401  -3.98583  -1.05580  0.07
H  -3.59511  -5.48149  -1.91911  0.09
H  -4.57646  -4.04985  -2.20163  0.06
H  -2.42557  -4.57775  -5.26537  0.06
H  -4.08571  -4.26114  -4.74109  0.07
H  -3.26654  -5.74451  -4.25405  0.09

---

The ion C4H10N3 with charge +1. Source: the OMol25 dataset; level of theory: ωB97M-V/def2-TZVPD.

The orbital gap is 9.16 eV. As for the SMILES: CCC/N=N/C=[NH2+]. The multiplicity is 1. Its net charge is +1. The value obtained for the energy above the lowest of the compared OMol25 structures with the same formula, charge and spin is 91.8 kcal per mole. The value obtained for the LUMO energy is -5.284 eV.

Last column: Löwdin charge in e.
Positions of all 17 atoms, in Å:
C  -2.37753  -0.38898  1.71366  -0.09
C  -1.94794  0.29018  0.34135  -0.21
C  -0.77778  -0.42909  -0.49291  -0.22
N  0.51173  -0.38192  -0.01034  0.09
N  1.32868  0.17110  -0.75506  0.09
C  2.57060  0.75672  -0.71737  -0.04
N  3.72707  0.09062  -0.87378  0.20
H  -2.73373  -1.48613  1.48868  0.11
H  -1.44587  -0.24575  2.30171  0.07
H  -3.22610  0.15967  2.18326  0.08
H  -1.73956  1.31655  0.46685  0.08
H  -2.72993  0.15631  -0.44704  0.12
H  -1.17129  -1.50251  -0.46429  0.15
H  -0.79164  0.07304  -1.55314  0.15
H  2.57797  1.77338  -0.91450  0.13
H  4.51265  0.54141  -1.38190  0.16
H  3.71268  -0.89458  -0.88517  0.12

---

A cluster of 2 separate species, C5H14N2O in total. Source: the OMol25 dataset; level of theory: ωB97M-V/def2-TZVPD.

The orbital gap is 10.08 eV. As for the SMILES: CCCC/N=C\N.O. The multiplicity is 1. Its net charge is 0. The value obtained for the energy above the lowest of the compared OMol25 structures with the same formula, charge and spin is 40.9 kcal per mole. The value obtained for the LUMO energy is 0.890 eV.

Last column: Löwdin charge in e.
Positions of all 22 atoms, in Å:
C  -0.39321  -1.96793  -1.13170  -0.11
C  0.65444  -2.04627  -0.00048  -0.27
C  0.64764  -0.88886  1.01174  -0.21
C  1.33503  0.35302  0.50214  -0.28
N  0.63480  1.14671  -0.46530  0.02
C  -0.00879  2.17593  -0.09129  -0.30
N  -0.12047  2.65732  1.19404  0.09
H  -0.08024  -1.19097  -1.82019  0.06
H  -0.57621  -2.94199  -1.58680  0.07
H  -1.36719  -1.77773  -0.66476  0.06
H  0.68221  -3.05656  0.41506  0.10
H  1.63351  -2.01326  -0.50004  0.10
H  1.04740  -1.25250  1.95701  0.10
H  -0.42314  -0.74224  1.22618  0.11
H  2.26296  0.06382  -0.00734  0.11
H  1.72912  0.87999  1.39708  0.10
H  -0.61391  2.74485  -0.78653  0.11
H  0.42449  2.31680  1.97588  0.08
H  -0.41812  3.60803  1.28246  0.08
O  -2.69967  0.83179  -1.28482  -0.09
H  -2.05694  0.83388  -2.02204  0.04
H  -2.29371  0.26615  -0.60031  0.02

---

A cluster of 2 separate species, C2H10N4O in total. Source: the OMol25 dataset; level of theory: ωB97M-V/def2-TZVPD.

The orbital gap is 9.54 eV. As for the SMILES: C/C(N)=N/O.NN. The multiplicity is 1. Its net charge is 0. The value obtained for the energy above the lowest of the compared OMol25 structures with the same formula, charge and spin is 84.9 kcal per mole. The value obtained for the LUMO energy is 0.524 eV.

Last column: Löwdin charge in e.
Positions of all 17 atoms, in Å:
C  1.05295  0.20699  1.50450  -0.03
C  0.83994  -0.34712  0.12717  -0.51
N  1.68906  0.11993  -0.87721  0.11
N  0.05173  -1.35321  0.02666  -0.02
O  -0.11025  -1.96729  -1.20698  -0.05
H  0.86649  1.28024  1.50497  0.08
H  2.07587  0.03182  1.83338  0.08
H  0.36884  -0.27208  2.19903  0.08
H  2.09592  -0.56042  -1.50377  0.09
H  2.35876  0.81629  -0.59189  0.09
H  0.34355  -1.46224  -1.90266  0.07
N  -1.79318  1.27243  -0.47267  -0.10
N  -2.50263  0.19479  0.11870  -0.10
H  -2.05755  1.29580  -1.45254  0.05
H  -0.74628  1.05854  -0.44856  0.04
H  -2.54797  0.38296  1.11875  0.05
H  -1.98524  -0.69746  0.02313  0.04

---

The molecule C4H7NO2. Source: the OMol25 dataset; level of theory: ωB97M-V/def2-TZVPD.

The orbital gap is 9.84 eV. As for the SMILES: CC1(C)OC=NO1. The multiplicity is 1. Its net charge is 0. The value obtained for the energy above the lowest of the compared OMol25 structures with the same formula, charge and spin is 57.9 kcal per mole. The value obtained for the LUMO energy is 0.883 eV.

Last column: Löwdin charge in e.
Positions of all 14 atoms, in Å:
C  0.89725  0.22103  -1.27245  0.01
C  0.11095  0.05275  0.01268  -0.50
C  0.92493  0.14702  1.28826  0.01
O  -0.66436  -1.12600  -0.00950  0.01
C  -1.96162  -0.73474  -0.02847  -0.19
N  -2.18232  0.50401  0.00803  0.05
O  -0.99724  1.16574  0.04421  -0.08
H  0.26692  -0.04274  -2.11938  0.09
H  1.76737  -0.43012  -1.25807  0.09
H  1.20979  1.25597  -1.37421  0.09
H  0.26656  0.39148  2.11897  0.09
H  1.68891  0.91087  1.19813  0.09
H  1.38637  -0.82004  1.47355  0.09
H  -2.71351  -1.49523  -0.08176  0.13

---

The molecule C5H11N3O. Source: the OMol25 dataset; level of theory: ωB97M-V/def2-TZVPD.

The orbital gap is 9.57 eV. As for the SMILES: [H]/N=C1/C[C@]1(CC)N(N)O. The multiplicity is 1. Its net charge is 0. The value obtained for the energy above the lowest of the compared OMol25 structures with the same formula, charge and spin is 106.6 kcal per mole. The value obtained for the LUMO energy is 0.829 eV.

Last column: Löwdin charge in e.
Positions of all 20 atoms, in Å:
H  1.17715  2.21924  -1.63367  0.06
N  0.76207  1.42326  -2.11693  0.17
C  0.06164  0.67568  -1.42465  -0.30
C  -0.86779  -0.53836  -1.42807  0.02
C  -0.33650  0.07521  -0.14560  -0.41
C  0.83326  -0.58428  0.64849  -0.17
C  1.73255  -1.49480  -0.17278  -0.10
N  -1.33027  0.79076  0.61340  -0.20
N  -0.78698  1.85364  1.31183  0.06
O  -1.97296  -0.16778  1.51853  -0.04
H  -0.46292  -1.46876  -1.79097  0.09
H  -1.90463  -0.34897  -1.66350  0.10
H  0.35635  -1.15392  1.45121  0.11
H  1.43112  0.21845  1.09099  0.11
H  1.18916  -2.36577  -0.53060  0.07
H  2.14765  -0.96292  -1.02642  0.07
H  2.55906  -1.84438  0.44255  0.07
H  -1.54119  2.44649  1.64482  0.09
H  -0.21572  1.56435  2.10789  0.09
H  -2.83105  -0.33714  1.10348  0.09